ORCA calculation (ωB97M-V/def2-TZVPD) on an isolated molecule of C17H13FN2O2S at a distorted geometry.

Geometry as XYZ:
```
36
Properties=species:S:1:pos:R:3
F 3.285 -5.672 -0.938
C 2.616 -4.737 -0.249
C 1.233 -4.918 -0.042
C 0.474 -3.996 0.708
C 1.107 -2.877 1.238
C 2.479 -2.659 0.974
S 3.272 -1.293 1.686
C 3.729 -0.354 0.191
C 2.503 0.014 -0.527
N 2.263 -0.334 -1.763
N 1.071 0.248 -2.106
C 0.658 0.913 -1.047
C -0.568 1.712 -0.973
C -1.288 2.172 -2.124
C -2.530 2.793 -1.966
C -3.051 3.004 -0.716
C -2.380 2.610 0.418
C -1.115 1.974 0.309
C -3.121 2.984 1.644
C -4.421 3.494 1.007
O -4.224 3.636 -0.424
O 1.521 0.815 -0.027
C 3.261 -3.594 0.252
H 0.781 -5.808 -0.550
H -0.611 -4.084 0.793
H 0.555 -2.142 1.855
H 4.388 -0.963 -0.443
H 4.290 0.529 0.473
H -0.923 1.975 -3.161
H -3.106 3.146 -2.834
H -0.543 1.689 1.193
H -3.352 2.134 2.278
H -2.639 3.772 2.216
H -4.707 4.447 1.460
H -5.214 2.774 1.185
H 4.305 -3.404 0.009
```

Calculated values
relative energy (zero: lowest compared OMol25 entry of this formula, charge and spin): 19.7 kJ/mol
SMILES string: Fc1cccc(SCc2nnc(-c3ccc4c(c3)CCO4)o2)c1
electronic energy: -1413.62936 a.u.
Kohn-Sham gap: 8.85 eV


ORCA calculation (ωB97M-V/def2-TZVPD) on a cluster of 2 separate species, C17H13N7O7 in total at a distorted geometry.

Geometry as XYZ:
```
44
Properties=species:S:1:pos:R:3
C -3.539 -3.492 4.437
O -2.622 -3.726 3.355
C -1.662 -2.791 3.098
C -1.116 -2.820 1.792
C -0.184 -1.870 1.426
C 0.246 -0.914 2.351
N 1.151 0.016 1.863
C 1.577 -0.015 0.557
N 2.507 0.960 0.472
C 3.374 1.175 -0.663
C 2.599 1.668 1.677
C 1.750 1.081 2.548
C -0.238 -0.900 3.667
C -1.220 -1.823 4.039
H -4.150 -4.397 4.451
H -3.002 -3.356 5.386
H -4.159 -2.605 4.237
H -1.471 -3.577 1.092
H 0.228 -1.851 0.415
H 2.993 0.606 -1.512
H 3.412 2.236 -0.922
H 4.401 0.844 -0.452
H 3.264 2.500 1.796
H 1.519 1.290 3.570
H 0.150 -0.193 4.401
H -1.639 -1.799 5.047
O -0.730 3.216 -6.423
N -0.301 2.299 -5.744
C -0.388 1.907 -4.418
C 0.336 0.714 -4.272
N 0.883 0.328 -5.461
O 0.474 1.293 -6.353
C 0.401 0.064 -2.967
N 1.213 -1.139 -2.770
O 2.151 -1.385 -3.559
O 0.967 -1.867 -1.777
C -0.272 0.648 -1.875
C -0.969 1.848 -2.079
N -1.483 2.764 -1.159
O -1.603 2.730 0.055
O -1.891 3.899 -1.881
N -1.636 3.747 -3.228
C -1.068 2.505 -3.328
H -0.249 0.184 -0.888
```

Calculated values
relative energy (zero: lowest compared OMol25 entry of this formula, charge and spin): 0.0 kJ/mol
electronic energy: -1565.10681 a.u.
Kohn-Sham gap: 5.93 eV


ORCA calculation (ωB97M-V/def2-TZVPD) on a structure of composition C17H13N7O8P2S2V at a distorted geometry.

Geometry as XYZ:
```
50
Properties=species:S:1:pos:R:3
V 0.348 -0.360 -1.052
S 3.798 -2.699 5.283
N 4.380 -2.740 3.778
C 3.358 -2.332 2.991
C 3.466 -2.058 1.538
C 4.601 -2.229 0.801
C 4.510 -1.947 -0.569
C 3.386 -1.487 -1.159
N 2.294 -1.213 -0.426
C 2.347 -1.551 0.858
C 1.066 -1.342 1.652
N -0.044 -0.964 0.952
C -1.216 -0.799 1.557
C -1.406 -1.111 2.896
C -0.322 -1.571 3.600
C 0.964 -1.620 3.039
C 2.184 -2.045 3.703
N 2.246 -2.322 5.022
H 5.462 -2.762 1.149
H 5.302 -2.302 -1.220
H 3.349 -1.423 -2.251
H -2.040 -0.523 0.892
H -2.363 -0.980 3.343
H -0.375 -1.850 4.642
O -1.973 1.697 -3.626
P -2.310 0.343 -2.794
O -3.749 0.135 -2.949
O -1.604 0.389 -1.418
O -1.565 -0.780 -3.642
P -0.132 -1.354 -3.301
O 0.021 -2.492 -4.388
O -0.131 -2.050 -1.926
O 0.843 -0.230 -3.173
H -1.143 2.155 -3.435
H -0.280 -2.142 -5.273
O 1.457 1.309 1.026
N 0.959 1.313 -0.085
C -3.876 2.424 1.096
C -2.989 3.017 -0.020
C -3.458 3.706 -1.100
C -2.546 4.228 -1.986
N -1.299 4.009 -1.912
C -0.892 3.264 -0.806
S 0.805 2.820 -0.988
N -1.682 2.813 0.148
H -3.337 2.449 2.034
H -4.280 1.477 0.618
H -4.768 2.998 1.002
H -4.538 3.794 -1.343
H -2.827 4.939 -2.782
```

Calculated values
relative energy (zero: lowest compared OMol25 entry of this formula, charge and spin): 30.5 kJ/mol
electronic energy: -4064.27392 a.u.
Kohn-Sham gap (alpha / beta): 6.82 / 7.34 eV
spin multiplicity: 4
⟨S²⟩: 3.765


ORCA calculation (ωB97M-V/def2-TZVPD) on a structure of composition C17H14BF2N5S4SbTc at a distorted geometry.

Geometry as XYZ:
```
45
Properties=species:S:1:pos:R:3
Tc -0.199 -0.240 -0.810
F -0.693 -1.800 4.270
C -0.613 -0.787 3.421
C -0.470 -1.072 2.072
C -0.388 -0.006 1.197
C -0.448 1.333 1.637
C -0.594 1.535 3.000
F -0.656 2.781 3.475
C -0.680 0.499 3.908
C -0.327 2.384 0.615
C -0.420 3.760 0.784
C -0.305 4.590 -0.320
C -0.103 4.048 -1.585
C -0.017 2.683 -1.695
N -0.123 1.869 -0.618
H -0.437 -2.106 1.754
H -0.785 0.699 4.967
H -0.586 4.174 1.765
H -0.375 5.667 -0.192
H -0.009 4.670 -2.466
H 0.149 2.207 -2.656
B 2.257 -2.888 -0.891
N 2.630 -1.359 -0.985
C 3.877 -0.954 -1.098
C 3.929 0.448 -1.140
C 2.635 0.842 -1.030
N 1.814 -0.265 -0.938
N 0.695 -3.137 -0.910
C 0.184 -4.345 -0.953
C -1.228 -4.295 -0.871
C -1.510 -2.982 -0.781
N -0.328 -2.230 -0.819
H 2.703 -3.336 0.140
H 2.737 -3.461 -1.837
H 4.679 -1.680 -1.137
H 4.806 1.071 -1.235
H 2.235 1.839 -1.007
H 0.840 -5.206 -1.034
H -1.918 -5.126 -0.885
H -2.470 -2.504 -0.687
S -4.138 -1.065 0.144
Sb -5.960 -0.004 -0.518
S -3.078 1.859 -0.914
S -2.425 0.029 -1.355
S -4.888 1.861 -1.782
```

Calculated values
total charge: +2
electronic energy: -3067.83223 a.u.
Kohn-Sham gap (alpha / beta): 5.58 / 5.57 eV


ORCA calculation (ωB97M-V/def2-TZVPD) on a structure of composition C17H14BrClMnO2 at a distorted geometry.

Geometry as XYZ:
```
36
Properties=species:S:1:pos:R:3
C -1.530 1.057 0.089
C -0.335 1.829 0.429
C -0.019 1.547 1.823
H 0.035 2.607 -0.189
C -0.794 0.385 2.184
C -1.689 0.078 1.099
H -2.452 -0.716 1.093
H -2.195 1.127 -0.791
H 0.627 2.100 2.459
H -0.821 -0.180 3.131
Mn 1.868 0.627 0.510
Cl 1.547 0.742 -2.059
C 3.923 1.047 -0.077
C 3.882 0.787 1.338
C 3.391 1.977 1.976
H 4.444 0.007 1.835
C 3.102 2.940 0.966
C 3.444 2.372 -0.299
H 3.522 2.925 -1.219
H 4.453 0.464 -0.804
H 3.517 2.219 3.031
H 2.949 4.007 1.140
Br 2.628 -3.887 0.754
C 1.068 -4.920 0.861
C 1.139 -6.307 1.117
C 0.032 -7.144 1.110
C -1.180 -6.527 0.805
C -1.260 -5.128 0.626
C -0.155 -4.246 0.678
C -0.324 -2.695 0.344
O -1.440 -2.504 -0.260
O 0.524 -1.808 0.673
H 2.125 -6.713 1.297
H 0.143 -8.214 1.282
H -2.065 -7.158 0.764
H -2.238 -4.730 0.394
```

Calculated values
relative energy (zero: lowest compared OMol25 entry of this formula, charge and spin): 118.6 kJ/mol
total charge: -2
electronic energy: -4991.87083 a.u.
Kohn-Sham gap (alpha / beta): 4.92 / 5.04 eV
spin multiplicity: 6
⟨S²⟩: 8.764


ORCA calculation (ωB97M-V/def2-TZVPD) on a structure of composition C17H14CdF4N3O4.

Geometry as XYZ:
```
43
Properties=species:S:1:pos:R:3
Cd -0.424 -0.822 0.487
C -2.896 0.059 2.365
N -1.752 0.758 1.782
C -0.909 1.336 2.828
C -2.180 1.784 0.807
C -1.248 1.856 -0.403
N -1.129 0.547 -1.012
C -1.573 0.301 -2.270
C -1.990 -0.996 -2.616
F -1.964 -1.956 -1.663
C -2.428 -1.334 -3.877
F -2.816 -2.603 -4.096
C -2.499 -0.409 -4.901
C -2.083 0.868 -4.591
F -2.092 1.823 -5.541
C -1.623 1.216 -3.337
F -1.161 2.478 -3.177
H -3.550 0.746 2.920
H -2.546 -0.714 3.050
H -3.475 -0.416 1.574
H -1.467 2.063 3.434
H -0.055 1.842 2.378
H -0.529 0.549 3.479
H -2.242 2.759 1.307
H -3.181 1.527 0.458
H -0.265 2.216 -0.065
H -1.633 2.618 -1.079
H -2.845 -0.673 -5.889
O 6.705 0.087 1.330
C 6.077 -0.987 1.431
O 6.472 -2.140 1.680
C 4.552 -0.855 1.226
C 3.984 0.384 0.959
C 2.618 0.478 0.798
N 1.809 -0.582 0.892
C 2.344 -1.787 1.145
C 3.707 -1.955 1.311
C 1.397 -2.981 1.276
O 1.879 -4.082 1.437
O 0.120 -2.742 1.178
H 4.635 1.245 0.888
H 2.139 1.427 0.581
H 4.116 -2.933 1.516
```

Calculated values
relative energy (zero: lowest compared OMol25 entry of this formula, charge and spin): 21.6 kJ/mol
total charge: -1
electronic energy: -1688.75082 a.u.
Kohn-Sham gap: 7.46 eV


ORCA calculation (ωB97M-V/def2-TZVPD) on a structure of composition C17H14Cl3IrNO9PS at a distorted geometry.

Geometry as XYZ:
```
47
Properties=species:S:1:pos:R:3
Ir -0.589 0.288 -0.622
O 5.616 -0.491 0.053
C 4.313 -0.162 0.002
C 3.360 -0.686 0.857
C 2.043 -0.304 0.685
N 1.671 0.566 -0.244
C 2.595 1.090 -1.050
C 3.925 0.763 -0.972
C 2.169 2.136 -2.057
O 2.874 2.704 -2.811
O 0.811 2.490 -1.912
C 0.949 -0.874 1.573
O 1.270 -1.493 2.561
O -0.280 -0.615 1.211
H 5.765 -1.147 0.743
H 3.593 -1.395 1.641
H 4.643 1.204 -1.648
Cl -2.083 -6.682 0.412
C -1.356 -5.189 -0.041
C -2.270 -4.040 -0.168
C -1.679 -2.834 -0.605
Cl -2.699 -1.434 -0.877
C -0.330 -2.686 -0.873
O 0.242 -1.610 -1.269
C 0.544 -3.892 -0.661
Cl 2.236 -3.726 -0.850
C -0.030 -5.144 -0.262
H -3.319 -4.129 0.052
H 0.586 -6.021 -0.138
C -3.011 2.809 -1.403
O -2.868 2.539 0.003
P -1.480 1.978 0.545
O -0.491 3.202 0.641
C -0.829 4.373 1.412
O -1.846 1.707 2.047
C -2.784 0.668 2.430
H -3.932 3.372 -1.519
H -3.074 1.875 -1.962
H -2.175 3.402 -1.777
H -0.232 5.187 1.013
H -0.581 4.200 2.457
H -1.889 4.606 1.317
H -2.906 0.762 3.504
H -2.374 -0.305 2.180
H -3.738 0.835 1.933
S -0.290 0.624 -3.448
C -0.066 1.480 -2.102
```

Calculated values
relative energy (zero: lowest compared OMol25 entry of this formula, charge and spin): 116.1 kJ/mol
electronic energy: -3612.51999 a.u.
Kohn-Sham gap (alpha / beta): 3.93 / 6.62 eV
spin multiplicity: 5
⟨S²⟩: 6.041


ORCA calculation (ωB97M-V/def2-TZVPD) on a cluster of 2 separate species, C17H14ClN2O4S in total at a distorted geometry.

Geometry as XYZ:
```
39
Properties=species:S:1:pos:R:3
C -5.181 -1.901 -2.988
C -3.706 -1.659 -2.893
C -3.220 -0.346 -2.838
C -1.878 -0.089 -2.595
C -0.947 -1.154 -2.436
C 0.438 -0.929 -2.109
C 1.427 -1.859 -2.313
N 2.694 -1.458 -2.741
O 3.587 -2.326 -2.955
O 2.878 -0.234 -2.962
C -1.437 -2.467 -2.636
C -2.785 -2.708 -2.852
H -5.403 -2.972 -3.011
H -5.727 -1.464 -2.140
H -5.577 -1.434 -3.898
H -3.939 0.468 -2.946
H -1.523 0.940 -2.517
H 0.721 0.073 -1.787
H 1.241 -2.938 -2.302
H -0.731 -3.292 -2.584
H -3.138 -3.733 -2.951
N 1.914 5.249 6.565
C 1.914 4.436 5.721
C 1.947 3.415 4.701
C 1.934 3.751 3.340
C 1.971 2.749 2.366
C 2.010 1.407 2.757
S 2.170 0.084 1.523
C 0.652 -0.392 0.839
Cl 0.223 -1.991 1.001
O 2.966 0.707 0.486
O 2.672 -1.033 2.293
C 2.017 1.062 4.110
C 1.986 2.066 5.079
H 1.902 4.803 3.041
H 2.002 3.015 1.310
H -0.158 0.339 0.771
H 2.087 0.016 4.410
H 1.998 1.796 6.139
```

Calculated values
total charge: -1
electronic energy: -1924.92280 a.u.
Kohn-Sham gap: 5.12 eV